[1]
DFT (the ωB97M-V functional and the def2-TZVPD basis) results for C5H8N2 in the gas phase.

Computed properties:
Total energy (a.u.): -304.8177
2S+1: 1
Relative energy (zero: lowest compared OMol25 entry of this formula, charge and spin) (kJ/mol): 46.6
Structure (SMILES): Cn1ccc(N)c1

Last column: natural (NBO) charge in e.
Positions of all 15 atoms, in Å:
C (2.328965, 0.209164, -0.008455)  -0.39
N (0.902882, -0.030784, 0.018702)  -0.33
C (0.358199, -1.268561, 0.167642)  -0.05
C (-1.009476, -1.153140, 0.197783)  -0.35
C (-1.316109, 0.228207, 0.053008)  0.10
N (-2.622307, 0.763499, 0.075460)  -0.81
C (-0.118128, 0.901733, -0.050287)  -0.15
H (2.803710, -0.564862, -0.619046)  0.21
H (2.542530, 1.179738, -0.460759)  0.21
H (2.775517, 0.181091, 0.994179)  0.20
H (0.994456, -2.141520, 0.222816)  0.21
H (-1.719567, -1.961618, 0.315091)  0.22
H (-3.296655, 0.088795, -0.265160)  0.37
H (-2.710912, 1.610306, -0.471526)  0.37
H (0.086896, 1.957954, -0.169451)  0.21

Force components x, y, z for each atom (eV/Å):
0.124 0.047 -0.037
-0.143 -0.160 -0.002
0.066 0.008 -0.014
-0.066 0.018 0.024
0.195 -0.111 0.007
-0.010 0.023 -0.135
-0.016 0.019 0.019
-0.010 0.150 0.083
-0.090 -0.106 0.055
-0.163 0.054 -0.157
-0.113 0.098 0.032
0.107 0.107 -0.045
0.071 0.113 0.063
0.040 -0.065 0.075
0.009 -0.195 0.031



[2]
DFT (the ωB97M-V functional and the def2-TZVPD basis) results for C5H8N2 in the gas phase.

Computed properties:
Total energy (a.u.): -304.7339
2S+1: 1
Relative energy (zero: lowest compared OMol25 entry of this formula, charge and spin) (kJ/mol): 266.7
Structure (SMILES): C=C(C)N[C@@H]1C=N1

Last column: natural (NBO) charge in e.
Positions of all 15 atoms, in Å:
C (-1.307656, 1.167228, -0.773804)  -0.48
C (-0.726248, 0.023121, -0.409713)  0.19
C (-1.294695, -0.902736, 0.634262)  -0.65
N (0.477797, -0.445122, -0.994782)  -0.65
C (1.598427, -0.513389, -0.089662)  0.00
C (1.803347, 0.539381, 0.884025)  0.05
N (2.574803, 0.632156, -0.102786)  -0.30
H (-2.255551, 1.470494, -0.341223)  0.20
H (-0.864871, 1.817855, -1.525091)  0.20
H (-1.673689, -1.815118, 0.159961)  0.23
H (-0.519872, -1.205354, 1.348388)  0.21
H (-2.108311, -0.426761, 1.188632)  0.22
H (0.722223, 0.091075, -1.822077)  0.38
H (2.029247, -1.503006, 0.049881)  0.18
H (1.545052, 1.070181, 1.793989)  0.22

Force components x, y, z for each atom (eV/Å):
-0.019 -0.030 -0.007
0.007 0.052 0.077
-0.021 0.076 0.021
-0.096 0.099 -0.121
-0.148 -0.331 0.068
0.375 0.042 -0.297
-0.298 0.177 0.454
0.103 -0.073 -0.096
-0.053 -0.123 0.126
0.088 0.121 0.054
-0.116 0.037 -0.103
0.125 -0.064 -0.119
-0.012 -0.061 0.113
-0.043 0.168 -0.020
0.108 -0.091 -0.151



[3]
DFT (the ωB97M-V functional and the def2-TZVPD basis) results for C5H8N2 in the gas phase at a distorted geometry.

Computed properties:
Total energy (a.u.): -304.7921
2S+1: 1
Relative energy (zero: lowest compared OMol25 entry of this formula, charge and spin) (kJ/mol): 113.9
Structure (SMILES): N[C@H]1C=NC=CC1

Last column: natural (NBO) charge in e.
Positions of all 15 atoms, in Å:
N (-0.606685, 2.055061, -0.330282)  -0.82
C (-0.169274, 0.667428, -0.528756)  -0.13
C (1.261405, 0.483356, -0.049908)  0.13
N (1.772720, -0.651778, 0.327197)  -0.43
C (0.932423, -1.733350, 0.343784)  -0.06
C (-0.405140, -1.655665, 0.309764)  -0.20
C (-1.080204, -0.325301, 0.198068)  -0.45
H (-0.499769, 2.319426, 0.648560)  0.35
H (-0.020985, 2.685650, -0.876138)  0.36
H (-0.171540, 0.459953, -1.605792)  0.21
H (1.931595, 1.357313, -0.098895)  0.18
H (1.417735, -2.703191, 0.429831)  0.20
H (-1.011866, -2.552407, 0.367817)  0.21
H (-1.324581, 0.020239, 1.211179)  0.22
H (-2.025833, -0.426733, -0.346431)  0.23

Force components x, y, z for each atom (eV/Å):
-0.061 -0.047 -0.133
0.323 0.389 0.650
0.913 -1.661 0.140
0.237 2.976 -0.410
-1.368 -1.555 -0.050
0.451 -0.155 -0.166
-0.127 0.034 -0.343
-0.032 -0.082 -0.233
-0.187 -0.112 0.153
-0.102 -0.041 0.026
-0.274 -0.320 0.155
-0.008 0.167 -0.005
0.100 0.042 0.105
-0.003 0.217 -0.055
0.137 0.148 0.166



Calculated values (eV) of highest occupied orbital energy for the records, taken in order: -7.42; -8.71; -8.75.